ORCA calculation (wB97M-V/def2-TZVPD) on an isolated molecule of CH2N4O5 at a distorted geometry.

* E_LUMO: -0.0339 hartree
* HOMO-LUMO gap: 10.090 eV
* energy relative to the best compared isomer or geometry (same formula, charge and spin): 127.59 kJ/mol

ORCA input file:
```
! RIJCOSX wB97M-V def2-TZVPD def2/J DEFGRID3
* xyz 0 1
C 0.762 -0.857 -0.136
N 1.832 -0.270 0.455
N -0.399 -0.097 0.064
N -1.627 -0.743 0.098
N -0.511 1.599 -0.180
O 0.786 -1.790 -0.885
O -2.573 -0.221 -0.447
O -1.576 -1.820 0.570
O 0.382 1.987 -0.766
O -1.412 2.042 0.394
H 1.535 0.564 0.876
H 2.801 -0.394 -0.042
*
```